# 1
{
  "formula": "C32H76BN4O4PS2",
  "method": "ωB97M-V/def2-TZVPD",
  "species": ["C", "C", "C", "C", "C", "C", "C", "C", "N", "C", "C", "C", "C", "C", "C", "C", "C", "C", "S", "S", "C", "C", "C", "B", "P", "O", "H", "H", "H", "H", "H", "H", "H", "H", "H", "H", "H", "H", "H", "H", "H", "H", "H", "H", "H", "H", "H", "H", "H", "H", "H", "H", "H", "H", "H", "H", "H", "H", "H", "H", "H", "H", "H", "H", "H", "H", "H", "H", "H", "C", "O", "C", "C", "C", "N", "H", "H", "H", "H", "H", "H", "H", "H", "H", "H", "H", "C", "O", "C", "C", "C", "N", "H", "H", "H", "H", "H", "H", "H", "H", "H", "H", "H", "C", "O", "C", "C", "C", "N", "H", "H", "H", "H", "H", "H", "H", "H", "H", "H", "H"],
  "positions_angstrom": [[-0.8889, 0.4017, 0.2363], [-2.0092, -0.1805, -0.6457], [-2.1492, 0.5262, -1.9926], [-0.8794, 0.4088, -2.8279], [-0.9554, 1.1025, -4.1881], [0.0426, 0.5442, -5.2005], [1.5134, 0.7610, -4.7841], [2.4500, -0.4358, -4.9935], [2.9672, -1.0299, -3.7345], [1.9517, -1.8069, -3.0115], [2.5457, -2.7884, -2.0081], [3.4000, -3.8880, -2.6647], [3.0246, -5.3100, -2.2394], [3.6032, -5.7201, -0.8826], [2.9194, -5.1317, 0.3554], [1.4157, -5.4366, 0.4897], [0.5592, -4.2335, 0.9312], [3.7238, -0.1727, -2.9664], [3.3653, 0.3806, -1.4702], [5.2496, 0.2039, -3.7740], [5.6628, 1.7956, -3.0439], [6.5500, 1.7634, -1.7979], [7.4838, 0.5245, -1.6829], [6.8575, -0.4493, -0.6459], [5.8845, -2.0887, -1.0114], [4.6594, -2.2655, -0.1777], [-1.2107, 0.5011, 1.2744], [0.0086, -0.2216, 0.2203], [-0.5904, 1.3877, -0.1340], [-1.8099, -1.2423, -0.8275], [-2.9500, -0.1208, -0.0924], [-2.3905, 1.5820, -1.8157], [-2.9694, 0.0587, -2.5489], [-0.6768, -0.6568, -3.0015], [-0.0324, 0.8036, -2.2559], [-0.7322, 2.1736, -4.0957], [-1.9769, 1.0390, -4.5790], [-0.1105, 1.0796, -6.1428], [-0.1680, -0.5102, -5.4123], [1.5571, 1.0812, -3.7364], [1.9075, 1.5933, -5.3722], [1.9512, -1.2385, -5.5411], [3.3119, -0.1465, -5.5893], [1.4315, -2.3954, -3.7761], [1.2069, -1.1548, -2.5412], [1.7107, -3.2505, -1.4701], [3.1304, -2.2612, -1.2530], [3.3261, -3.8076, -3.7558], [4.4573, -3.7387, -2.4179], [3.3808, -6.0195, -2.9928], [1.9311, -5.3934, -2.2314], [3.6190, -6.8137, -0.8007], [4.6535, -5.4046, -0.8544], [3.4368, -5.5106, 1.2417], [3.0833, -4.0502, 0.3698], [1.0172, -5.8367, -0.4460], [1.2879, -6.2351, 1.2261], [-0.0722, -3.8729, 0.1140], [-0.1187, -4.4934, 1.7464], [1.1813, -3.3927, 1.2462], [4.7073, 2.2507, -2.7789], [6.0915, 2.4006, -3.8455], [7.1774, 2.6588, -1.8130], [5.9204, 1.8596, -0.9099], [7.6918, 0.0857, -2.6615], [8.4393, 0.8705, -1.2726], [6.9683, -0.2077, 0.5153], [6.8474, -3.1117, -0.8222], [5.6542, -2.1614, -2.3998], [-4.5049, 3.3409, -4.4000], [-4.2961, 2.6250, -5.6014], [-5.2504, 2.8460, -6.6206], [-5.0358, 4.1225, -7.4419], [-5.4336, 5.4049, -6.7181], [-3.6598, 4.2577, -7.9250], [-5.5702, 3.4560, -4.1771], [-4.0381, 4.3287, -4.4362], [-4.0352, 2.7754, -3.5952], [-5.1521, 1.9902, -7.2936], [-6.2653, 2.8184, -6.2003], [-5.6812, 4.0264, -8.3212], [-4.6768, 5.7045, -5.9925], [-5.5351, 6.2193, -7.4345], [-6.3846, 5.2890, -6.1946], [-3.4266, 3.4691, -8.5204], [-3.0354, 4.1749, -7.1270], [-1.5659, 0.0392, 4.6433], [-2.1864, 1.0551, 3.8795], [-2.5449, 2.2228, 4.5937], [-1.3908, 3.2042, 4.8315], [-0.4249, 2.7569, 5.9232], [-0.6333, 3.4954, 3.6125], [-1.9729, 0.0074, 5.6591], [-0.4823, 0.1704, 4.6930], [-1.7663, -0.9114, 4.1489], [-3.2927, 2.7203, 3.9703], [-3.0300, 1.9525, 5.5418], [-1.8506, 4.1424, 5.1600], [0.2560, 1.9833, 5.5684], [0.1889, 3.5955, 6.2517], [-0.9634, 2.3661, 6.7898], [-1.2472, 3.9133, 2.9201], [-0.3417, 2.6126, 3.2009], [-2.7934, 1.5327, 9.2652], [-3.1595, 0.5469, 8.3176], [-2.6499, -0.7515, 8.5558], [-3.4150, -1.5693, 9.6031], [-3.1439, -1.1481, 11.0441], [-4.8610, -1.5708, 9.3739], [-1.7792, 1.3720, 9.6433], [-3.4981, 1.5552, 10.0995], [-2.8330, 2.4988, 8.7622], [-2.7344, -1.2707, 7.5974], [-1.5814, -0.6979, 8.8066], [-3.0663, -2.6011, 9.4909], [-3.6919, -0.2425, 11.3053], [-3.4708, -1.9316, 11.7267], [-2.0807, -0.9678, 11.2143], [-5.0651, -1.9755, 8.4654], [-5.1732, -0.6060, 9.3051]],
  "gap_ha": 0.2997,
  "smiles": "CCCCCCCCN(CCCCCCCC)C(=S)SCCCB[PH2]=O.COC[C@@H](C)N.COC[C@@H](C)N.COC[C@@H](C)N",
  "de_lowest_kcal_mol": 0.0,
  "homo_ev": -8.51,
  "energy_ev": -80200.218,
  "largest_force_ev_per_a": 0.7
}

---

# 2
{
  "formula": "C32H76Cl8N4",
  "method": "ωB97M-V/def2-TZVPD",
  "species": ["C", "C", "N", "C", "C", "C", "C", "H", "H", "H", "H", "H", "H", "H", "H", "H", "H", "H", "H", "H", "H", "H", "C", "C", "N", "C", "C", "C", "C", "H", "H", "H", "H", "H", "H", "H", "H", "H", "H", "H", "H", "H", "H", "H", "C", "C", "N", "C", "C", "C", "C", "H", "H", "H", "H", "H", "H", "H", "H", "H", "H", "H", "H", "H", "H", "H", "C", "C", "N", "C", "C", "C", "C", "H", "H", "H", "H", "H", "H", "H", "H", "H", "H", "H", "H", "H", "H", "H", "Cl", "C", "C", "Cl", "H", "H", "H", "H", "Cl", "C", "C", "Cl", "H", "H", "H", "H", "Cl", "C", "C", "Cl", "H", "H", "H", "H", "Cl", "C", "C", "Cl", "H", "H", "H", "H"],
  "positions_angstrom": [[20.0650, 28.3480, 11.3030], [19.5740, 29.8960, 11.1050], [19.0890, 30.3900, 12.3780], [19.2870, 31.7910, 12.6070], [19.3370, 32.7070, 11.6200], [17.7720, 30.0240, 12.6530], [17.7030, 29.7890, 14.2170], [19.3360, 27.8360, 11.8440], [20.9140, 28.3610, 11.8340], [20.0940, 27.8040, 10.2810], [18.7950, 29.7890, 10.3620], [20.3230, 30.5390, 10.7470], [20.0990, 31.7220, 13.2660], [18.8920, 32.2470, 13.3850], [19.5770, 32.7950, 10.6210], [19.9540, 33.6210, 11.8710], [18.4290, 33.3530, 11.3910], [17.3890, 29.0900, 12.2000], [16.9780, 30.5970, 12.0050], [17.8110, 30.8020, 14.6780], [18.4620, 29.1740, 14.6910], [16.6820, 29.6780, 14.7140], [13.9570, 24.5200, 7.4470], [15.3590, 24.3620, 6.8690], [16.2900, 24.0270, 7.9610], [17.5110, 23.3830, 7.4180], [17.9910, 23.7120, 6.2420], [16.6470, 25.2730, 8.7290], [17.2920, 24.8370, 10.0720], [13.4480, 24.4250, 6.5600], [13.9430, 25.4740, 7.7530], [13.8160, 23.7250, 8.1420], [15.5750, 25.4420, 6.4370], [15.0980, 23.5670, 6.0350], [17.3000, 22.2310, 7.2810], [18.1150, 22.9990, 8.2720], [17.6130, 24.1620, 5.4230], [18.4790, 22.8130, 5.7140], [18.7260, 24.5130, 6.2980], [15.8980, 25.9610, 8.8620], [17.2090, 25.9110, 8.2130], [17.2560, 25.7270, 10.8060], [18.3120, 24.5540, 10.1270], [16.6970, 24.0310, 10.2980], [19.1090, 28.4770, 5.7660], [18.6410, 29.9520, 5.5050], [18.7090, 30.8060, 6.7260], [19.8890, 30.9590, 7.4490], [21.0790, 31.1010, 6.7570], [18.2150, 32.1160, 6.3350], [17.7790, 32.9800, 7.3920], [20.2370, 28.4170, 6.0410], [18.9020, 27.9210, 5.0990], [18.5010, 27.8200, 6.6020], [17.7430, 29.8510, 4.9180], [19.2280, 30.3000, 4.6530], [19.9020, 29.9670, 7.8160], [19.7420, 31.3270, 8.3260], [21.3250, 30.9450, 5.7810], [21.9010, 30.8060, 7.2140], [21.1520, 32.0990, 6.6440], [17.3860, 31.9260, 5.6020], [18.9650, 32.5730, 5.7110], [17.3800, 33.9510, 6.9560], [18.6470, 33.1740, 8.1810], [17.0070, 32.4320, 7.8180], [19.1490, 31.8420, 1.6350], [18.7060, 33.3490, 1.7780], [19.7860, 34.3980, 1.9320], [20.6480, 34.4940, 0.8920], [19.9850, 34.8680, -0.2830], [19.3800, 35.6450, 2.5480], [19.5050, 35.4580, 4.0410], [19.7310, 31.5880, 2.5930], [19.6950, 31.5160, 0.5560], [18.3850, 31.1090, 1.5530], [18.1470, 33.1760, 2.7580], [18.0700, 33.7730, 0.9450], [21.1920, 33.5580, 0.8120], [21.5590, 34.8120, 1.2390], [19.0480, 34.4250, -0.6930], [20.5880, 34.3470, -1.2140], [20.1600, 35.9220, -0.3890], [18.3830, 35.8410, 2.2270], [20.0240, 36.3990, 2.2660], [20.6120, 35.1430, 4.3790], [18.7900, 34.7200, 4.3930], [19.1580, 36.1660, 4.5740], [15.2410, 28.4320, 7.1980], [16.0430, 29.6470, 8.1510], [15.1960, 29.9020, 9.3380], [14.9410, 28.4150, 10.3850], [16.1790, 30.6120, 7.4700], [17.1660, 29.3910, 8.3050], [14.2320, 30.0650, 9.0550], [15.5270, 30.8500, 9.9500], [14.4330, 34.2760, 2.8110], [14.4810, 32.8330, 4.0220], [13.1010, 32.7210, 4.6740], [11.6680, 32.5390, 3.5990], [15.2470, 32.9540, 4.6410], [14.7950, 31.8600, 3.3620], [12.6130, 33.2710, 5.2990], [13.0720, 31.8930, 5.2330], [21.5480, 26.1450, 6.5900], [22.2600, 26.8820, 7.9170], [22.8470, 25.7730, 8.8720], [21.5130, 24.8180, 9.5640], [21.7070, 27.6290, 8.4060], [22.8610, 27.5940, 7.4610], [23.2350, 26.2870, 9.8840], [23.6380, 25.0990, 8.5890], [25.5900, 33.4630, 4.3500], [24.1390, 32.4740, 4.2870], [22.9530, 33.3380, 4.2090], [22.6310, 34.1550, 5.7420], [24.1310, 31.7150, 5.0820], [24.0140, 31.8980, 3.3110], [21.9550, 32.5760, 4.0150], [23.0060, 33.9740, 3.6120]],
  "gap_ha": 0.3044,
  "smiles": "CCN(CC)CC.CCN(CC)CC.CCN(CC)CC.CCN(CC)CC.ClCCCl.ClCCCl.ClCCCl.ClCCCl",
  "de_lowest_kcal_mol": 480.9,
  "homo_ev": -8.13,
  "energy_ev": -140534.306,
  "largest_force_ev_per_a": 16.0
}